No. 1
Formula: C18H57AgF3O14
Source: the OMol25 dataset
Level of theory: wB97M-V/def2-TZVPD

Cartesian coordinates (Å):
1 Ag 1.559 -3.115 -1.905
2 C 2.194 -0.888 0.565
3 O 0.918 -0.432 0.068
4 O 2.466 -2.065 0.008
5 C 3.245 0.204 0.243
6 F 3.033 1.265 1.067
7 F 4.499 -0.183 0.423
8 F 3.163 0.682 -1.002
9 C 0.198 0.539 0.816
10 C -1.176 0.635 0.175
11 H -1.132 0.845 -0.896
12 H -1.660 -0.342 0.261
13 H -1.777 1.383 0.695
14 H 0.751 1.478 0.698
15 H 0.112 0.404 1.900
16 H 2.194 -0.962 1.667
17 C -4.285 0.280 -1.730
18 C -5.545 -0.294 -1.095
19 C -5.228 -1.089 0.165
20 O -6.465 0.678 -0.759
21 H -4.507 1.008 -2.507
22 H -3.474 -0.387 -2.028
23 H -3.752 0.845 -0.950
24 H -6.061 -0.987 -1.773
25 H -4.564 -1.926 -0.050
26 H -6.145 -1.554 0.542
27 H -4.863 -0.488 0.996
28 C -2.961 4.443 1.405
29 O -3.789 3.357 1.717
30 H -2.512 4.833 2.327
31 H -2.130 4.227 0.732
32 H -3.472 5.360 1.081
33 H -4.384 3.148 0.992
34 C 0.617 4.063 1.536
35 O 0.823 4.339 0.153
36 H 0.592 5.018 2.069
37 H -0.381 3.655 1.671
38 H 1.331 3.345 1.942
39 H 1.618 4.875 0.081
40 C 2.753 -3.998 2.965
41 O 2.496 -3.529 4.288
42 H 1.934 -4.685 2.702
43 H 2.978 -3.271 2.191
44 H 3.549 -4.759 2.941
45 H 2.624 -4.262 4.895
46 C 1.089 4.017 -3.072
47 O 1.321 2.701 -2.605
48 H 0.594 3.982 -4.046
49 H 0.334 4.556 -2.491
50 H 2.022 4.577 -3.136
51 H 1.251 2.719 -1.642
52 C 7.031 -2.084 -0.292
53 O 5.950 -3.006 -0.195
54 H 7.701 -2.163 0.564
55 H 7.612 -2.396 -1.162
56 H 6.635 -1.089 -0.472
57 H 5.119 -2.582 0.049
58 C 0.932 -0.814 4.795
59 O 0.226 -2.028 5.002
60 H 1.702 -0.871 4.029
61 H 0.195 -0.041 4.546
62 H 1.359 -0.439 5.734
63 H 0.881 -2.719 4.793
64 C -0.021 -0.620 -3.658
65 O 0.377 -1.124 -2.394
66 H 0.426 0.360 -3.823
67 H 0.201 -1.336 -4.449
68 H -1.117 -0.528 -3.705
69 H 0.438 -0.442 -1.706
70 C -2.718 -1.086 3.277
71 O -2.947 -2.491 3.184
72 H -3.644 -0.506 3.151
73 H -2.236 -0.837 4.219
74 H -2.199 -0.842 2.351
75 H -3.582 -2.765 3.850
76 C -2.528 3.186 -3.191
77 O -2.204 3.922 -2.010
78 H -1.609 3.070 -3.758
79 H -2.798 2.176 -2.854
80 H -3.415 3.539 -3.724
81 H -2.915 3.755 -1.385
82 C 3.969 -1.383 -3.091
83 O 3.415 -2.715 -3.211
84 H 4.412 -1.110 -4.051
85 H 3.142 -0.686 -2.969
86 H 4.671 -1.343 -2.266
87 H 3.898 -3.133 -3.927
88 C -1.629 -3.489 -1.215
89 O -0.320 -3.550 -0.613
90 H -1.834 -2.469 -1.541
91 H -1.732 -4.194 -2.040
92 H -2.353 -3.816 -0.463
93 H -0.486 -3.558 0.332

As for the multiplicity: 2. The calculation puts the energy above the lowest of the compared OMol25 structures with the same formula, charge and spin at 60.3 kJ/mol. The calculation puts the LUMO energy (spin up / spin down) at 0.224 / -1.626 eV. The value obtained for the orbital gap (spin up / spin down) is 8.2 / 6.4 eV. Its maximum force is 2.6 eV/A.

No. 2
Formula: C18H59N3O13
Source: the OMol25 dataset
Level of theory: wB97M-V/def2-TZVPD

Cartesian coordinates (Å):
1 C 8.534 6.303 0.552
2 O 7.609 7.059 -0.134
3 C 6.968 8.151 0.543
4 C 5.746 8.656 -0.293
5 N 4.711 7.547 -0.413
6 C 3.725 7.954 -1.357
7 C 3.131 6.632 -1.923
8 O 3.936 5.926 -2.795
9 C 3.278 4.812 -3.345
10 H 9.472 6.856 0.603
11 H 8.816 5.405 0.003
12 H 8.175 5.994 1.534
13 H 7.830 8.816 0.598
14 H 6.699 7.891 1.567
15 H 5.998 9.126 -1.243
16 H 5.314 9.453 0.311
17 H 5.203 6.774 -0.838
18 H 4.227 8.594 -2.083
19 H 2.977 8.649 -0.976
20 H 2.265 7.154 -2.330
21 H 2.748 6.054 -1.082
22 H 2.623 4.297 -2.643
23 H 4.048 4.127 -3.701
24 H 2.659 4.992 -4.224
25 C -11.323 -9.281 -4.263
26 O -9.927 -9.131 -4.410
27 C -9.495 -7.786 -4.165
28 C -8.191 -7.619 -4.923
29 N -7.118 -8.335 -4.169
30 C -5.826 -8.056 -4.730
31 C -4.640 -8.153 -3.856
32 O -4.752 -9.112 -2.800
33 C -3.738 -10.056 -2.918
34 H -11.630 -8.967 -3.266
35 H -11.352 -10.360 -4.421
36 H -11.926 -8.780 -5.021
37 H -9.214 -7.560 -3.136
38 H -10.159 -6.994 -4.510
39 H -7.923 -6.577 -5.100
40 H -8.264 -8.039 -5.925
41 H -7.288 -9.326 -4.079
42 H -5.811 -7.065 -5.184
43 H -5.721 -8.785 -5.533
44 H -4.620 -7.163 -3.401
45 H -3.759 -8.325 -4.475
46 H -3.724 -10.822 -2.142
47 H -2.788 -9.523 -2.875
48 H -3.971 -10.622 -3.820
49 C 4.440 1.993 2.535
50 O 4.062 2.288 3.918
51 C 5.063 1.792 4.858
52 C 4.966 2.513 6.216
53 N 3.982 2.008 7.152
54 C 2.606 1.823 6.614
55 C 1.441 1.832 7.639
56 O 1.169 3.023 8.421
57 C 1.119 4.210 7.658
58 H 5.329 2.601 2.371
59 H 3.555 2.102 1.908
60 H 4.800 0.981 2.348
61 H 6.106 1.841 4.544
62 H 4.812 0.734 4.926
63 H 4.993 3.585 6.021
64 H 5.907 2.167 6.645
65 H 3.918 2.790 7.788
66 H 2.518 0.948 5.970
67 H 2.294 2.520 5.836
68 H 1.526 0.968 8.297
69 H 0.513 1.623 7.108
70 H 2.127 4.373 7.277
71 H 0.767 5.052 8.254
72 H 0.365 4.148 6.874
73 O -0.953 -3.329 2.620
74 H -1.559 -3.708 3.256
75 H -1.075 -2.383 2.706
76 O -0.526 1.712 1.347
77 H -1.059 2.378 0.912
78 H 0.365 2.059 1.314
79 O -4.618 -0.879 -3.970
80 H -5.134 -1.148 -3.210
81 H -3.727 -1.167 -3.769
82 O 4.384 -3.703 -3.700
83 H 4.444 -4.575 -4.091
84 H 4.584 -3.841 -2.775
85 O -5.257 -1.288 0.804
86 H -6.004 -1.516 1.358
87 H -4.567 -1.045 1.421
88 O -0.301 -2.009 -2.340
89 H 0.647 -2.112 -2.424
90 H -0.466 -2.065 -1.399
91 O -3.678 3.350 -1.761
92 H -3.697 2.531 -2.257
93 H -3.711 4.035 -2.429

The calculation puts the energy above the lowest of the compared OMol25 structures with the same formula, charge and spin at 391.5 kJ/mol. The calculation puts the LUMO energy at 0.091 eV. The SMILES is COCCNCCOC.COCCNCCOC.COCCNCCOC.O.O.O.O.O.O.O. The value obtained for the orbital gap is 8.4 eV. Its maximum force is 3.7 eV/A.

No. 3
Formula: C18H59N3O13
Source: the OMol25 dataset
Level of theory: wB97M-V/def2-TZVPD

Cartesian coordinates (Å):
1 C 12.292 8.900 16.117
2 O 12.073 8.497 14.702
3 C 10.678 8.374 14.281
4 C 10.553 8.197 12.791
5 N 11.277 9.175 11.945
6 C 10.857 10.582 12.044
7 C 9.347 10.939 11.734
8 O 9.123 12.378 11.710
9 C 7.744 12.662 11.391
10 H 12.058 8.143 16.866
11 H 11.830 9.861 16.343
12 H 13.360 9.100 16.203
13 H 10.100 9.265 14.526
14 H 10.275 7.491 14.778
15 H 9.488 8.126 12.570
16 H 10.985 7.236 12.510
17 H 12.215 9.060 12.300
18 H 11.419 11.186 11.332
19 H 11.060 11.095 12.984
20 H 8.671 10.543 12.491
21 H 9.118 10.471 10.776
22 H 7.472 12.173 10.455
23 H 7.679 13.745 11.289
24 H 7.084 12.396 12.216
25 C 19.632 11.631 6.412
26 O 18.392 10.965 6.552
27 C 17.599 11.635 7.538
28 C 16.511 10.658 8.155
29 N 17.054 9.417 8.786
30 C 17.590 9.608 10.167
31 C 18.346 8.451 10.839
32 O 19.496 8.056 10.005
33 C 20.291 6.975 10.619
34 H 19.508 12.707 6.290
35 H 20.205 11.145 5.622
36 H 20.208 11.573 7.335
37 H 17.193 12.496 7.007
38 H 18.226 12.092 8.302
39 H 15.882 10.339 7.324
40 H 15.857 11.192 8.843
41 H 17.767 8.969 8.229
42 H 16.700 9.684 10.792
43 H 18.110 10.540 10.388
44 H 17.754 7.543 10.949
45 H 18.691 8.663 11.851
46 H 21.251 6.926 10.104
47 H 19.796 6.023 10.426
48 H 20.379 6.931 11.704
49 C 16.568 15.378 14.559
50 O 15.908 16.370 13.748
51 C 16.392 16.358 12.367
52 C 15.298 16.758 11.343
53 N 15.845 16.668 10.001
54 C 14.993 17.073 8.934
55 C 13.795 16.118 8.750
56 O 13.600 15.932 7.369
57 C 14.466 15.002 6.729
58 H 16.063 15.260 15.518
59 H 17.569 15.739 14.793
60 H 16.603 14.356 14.182
61 H 16.831 15.373 12.202
62 H 17.244 17.005 12.158
63 H 14.902 17.757 11.524
64 H 14.417 16.133 11.492
65 H 16.625 17.301 9.886
66 H 15.525 17.131 7.984
67 H 14.598 18.068 9.139
68 H 12.874 16.561 9.131
69 H 13.936 15.148 9.227
70 H 15.517 15.291 6.736
71 H 14.168 14.920 5.684
72 H 14.381 13.975 7.085
73 O 11.600 13.534 10.390
74 H 10.688 13.258 10.473
75 H 11.623 14.407 10.782
76 O 16.290 13.839 10.015
77 H 15.541 13.347 10.352
78 H 16.010 14.754 10.049
79 O 11.914 11.941 8.166
80 H 12.293 11.157 8.562
81 H 11.845 12.565 8.888
82 O 14.522 11.669 13.630
83 H 15.404 11.896 13.335
84 H 13.986 12.424 13.388
85 O 12.607 9.691 9.281
86 H 13.037 8.853 9.113
87 H 11.985 9.505 9.985
88 O 14.102 12.633 10.889
89 H 14.040 11.681 10.810
90 H 13.327 12.962 10.434
91 O 17.012 12.308 12.300
92 H 17.939 12.271 12.536
93 H 16.996 12.770 11.462

The calculation puts the energy above the lowest of the compared OMol25 structures with the same formula, charge and spin at 91.6 kJ/mol. The calculation puts the LUMO energy at 0.396 eV. The SMILES is COCCNCCOC.COCCNCCOC.COCCNCCOC.O.O.O.O.O.O.O. The value obtained for the orbital gap is 8.8 eV. Its maximum force is 2.4 eV/A.